[1]
Molecular formula: C11H28B3ClNO6P
Method: DFT, wB97M-V/def2-TZVPD

Structure (XYZ):
```
51
Properties=species:S:1:pos:R:3:forces:R:3
C -1.291 3.215 0.356 0.05 -0.03 -0.06
C -0.682 1.902 -0.076 0.03 -0.07 -0.07
N -1.235 1.265 -1.021 -0.05 0.06 0.05
C 0.591 1.466 0.629 -0.09 0.13 0.13
B 0.656 -0.005 1.139 -0.02 -0.15 -0.04
O 1.596 -0.357 2.105 -0.10 0.18 0.27
B 1.401 -1.477 2.867 -0.24 0.05 -0.22
Cl 2.209 -1.670 4.399 0.07 -0.02 0.07
O 0.543 -2.460 2.411 0.47 -0.16 -0.14
B 0.060 -2.287 1.135 -0.41 0.06 0.25
P -0.116 -3.777 -0.111 -0.06 0.10 -0.10
O 0.683 -3.555 -1.348 -0.04 0.01 0.00
O -0.179 -1.018 0.689 0.35 0.00 -0.26
H -0.960 3.524 1.345 -0.03 -0.03 0.06
H -2.376 3.147 0.328 -0.03 0.00 -0.02
H -0.992 3.994 -0.348 0.03 0.01 0.00
H -0.737 0.404 -1.243 0.02 -0.01 0.02
H 1.443 1.643 -0.038 0.03 -0.05 -0.03
H 0.794 2.109 1.489 0.08 0.05 -0.04
H -1.504 -3.967 -0.296 0.00 -0.06 0.04
H 0.238 -4.922 0.631 -0.09 -0.01 0.06
C -3.284 -3.908 -4.433 -0.06 0.05 0.02
C -2.893 -4.023 -2.971 0.11 -0.02 0.04
O -3.803 -3.419 -2.066 0.01 -0.01 0.03
C -5.126 -3.925 -2.087 -0.02 0.02 0.00
C -5.234 -5.402 -1.749 0.02 0.00 0.01
H -3.417 -2.862 -4.713 0.00 0.00 0.00
H -2.495 -4.335 -5.053 0.01 0.02 0.00
H -4.208 -4.443 -4.657 0.02 -0.03 0.00
H -1.949 -3.504 -2.799 0.02 -0.02 -0.04
H -2.732 -5.076 -2.707 -0.02 0.00 -0.01
H -5.601 -3.724 -3.054 0.02 -0.01 -0.01
H -5.658 -3.333 -1.342 -0.02 -0.01 -0.01
H -4.740 -6.031 -2.490 -0.02 0.00 -0.01
H -6.285 -5.694 -1.717 0.00 0.00 0.02
H -4.790 -5.607 -0.773 0.00 0.00 0.00
C 4.629 3.212 3.057 -0.03 0.01 0.01
C 4.313 3.276 1.573 0.00 -0.02 0.00
O 3.151 4.027 1.260 -0.07 -0.05 -0.02
C 3.170 5.393 1.637 -0.01 0.01 0.01
C 4.283 6.201 0.992 0.00 -0.02 -0.02
H 3.782 2.808 3.613 0.00 0.00 0.00
H 5.490 2.562 3.219 -0.01 -0.01 0.00
H 4.875 4.192 3.468 0.03 0.00 -0.01
H 4.102 2.274 1.198 0.01 0.00 0.00
H 5.178 3.653 1.015 -0.01 0.02 0.01
H 3.213 5.493 2.728 0.02 -0.02 0.00
H 2.201 5.778 1.319 0.00 0.01 0.01
H 5.271 5.865 1.311 0.00 0.02 0.02
H 4.185 7.249 1.276 -0.01 0.00 -0.01
H 4.230 6.129 -0.095 0.01 0.00 0.00
```
Positions in Å, forces in eV/Å.

Output
- SMILES: [H]/N=C(/C)CB1OB(Cl)OB([PH2]=O)O1.CCOCC.CCOCC
- HOMO energy: -9.63 eV
- Max |F|: 0.010 Eh/bohr
- Molecular weight: 369.21 g/mol
- LUMO level: 0.14 eV

[2]
Molecular formula: C5H10O
Method: DFT, wB97M-V/def2-TZVPD

Structure (XYZ):
```
16
Properties=species:S:1:pos:R:3:forces:R:3
C 1.592 0.454 -0.336 -0.09 -0.23 -0.09
C 0.387 -0.424 0.143 0.23 0.58 -0.28
O 0.855 -1.663 0.624 0.08 -0.07 -0.21
C -0.817 -0.471 -0.850 0.09 -0.04 -0.20
C -1.669 0.400 0.110 -0.02 0.10 -0.05
C -0.495 0.385 1.118 0.32 0.35 0.10
H 1.323 1.482 -0.631 -0.30 -0.44 0.07
H 2.083 0.013 -1.211 -0.05 -0.12 0.07
H 2.354 0.566 0.450 -0.35 -0.25 -0.05
H 1.458 -1.999 -0.053 -0.08 -0.15 0.23
H -0.594 -0.038 -1.829 -0.13 -0.06 0.01
H -1.241 -1.473 -0.981 0.28 0.14 0.05
H -2.623 -0.053 0.409 0.42 0.02 0.10
H -1.895 1.408 -0.253 0.03 -0.18 -0.04
H -0.659 0.100 2.164 0.10 -0.32 -0.43
H 0.046 1.321 1.089 -0.53 0.68 0.71
```
Positions in Å, forces in eV/Å.

Output
- SMILES: CC1(O)CCC1
- HOMO energy: -9.82 eV
- Max |F|: 0.022 Eh/bohr
- Molecular weight: 86.13 g/mol
- ΔE to the lowest compared entry with this formula, charge and spin: 26.7 kcal/mol
- LUMO level: 0.97 eV

[3]
Molecular formula: C40H65FN10O4PS2
Method: DFT, wB97M-V/def2-TZVPD

Structure (XYZ):
```
123
Properties=species:S:1:pos:R:3:forces:R:3
C 1.463 -1.361 2.257 0.25 0.31 -0.56
C 2.762 -1.090 1.479 -0.60 -0.06 -0.36
C 2.373 -0.665 0.053 0.50 0.08 0.26
C 3.743 -0.141 2.199 -0.02 -1.06 -0.08
N 3.228 1.231 2.439 0.20 0.08 -0.38
C 2.584 1.526 3.597 0.32 -0.05 0.93
S 2.361 0.310 4.875 0.07 -0.21 0.22
C 2.081 2.789 3.862 0.72 -0.18 0.11
P 1.226 3.337 5.430 -2.22 2.00 -0.16
O 0.339 2.115 6.064 1.75 0.25 0.31
O 2.452 3.677 6.456 0.30 -1.26 -0.29
C 2.222 3.790 2.877 -0.57 -0.71 0.40
C 1.667 5.196 3.034 0.15 0.04 -0.35
O 2.327 6.178 2.937 0.05 -0.03 0.44
O 0.321 5.384 3.237 -0.03 -0.12 -0.44
F -0.365 4.218 2.833 0.08 -0.06 0.19
C 2.924 3.474 1.724 -0.51 0.50 -0.38
N 3.100 4.477 0.701 1.23 -0.79 0.95
C 4.130 5.118 0.969 -0.80 1.04 -0.04
S 5.202 6.127 1.426 0.22 -0.26 -0.42
C 3.434 2.192 1.513 -0.21 0.03 -0.43
C 4.209 1.997 0.220 0.69 0.30 0.56
N 5.499 2.716 0.383 -0.16 -0.35 -0.56
H 0.942 -0.417 2.447 -0.06 -0.11 0.25
H 0.815 -1.925 1.587 -0.04 -0.19 0.21
H 1.638 -1.938 3.159 -0.16 0.16 0.09
H 3.284 -2.048 1.400 0.14 0.08 0.11
H 3.211 -0.719 -0.642 0.03 0.04 -0.02
H 1.975 0.355 0.044 -0.19 -0.07 -0.12
H 1.624 -1.359 -0.320 -0.04 0.09 -0.04
H 3.989 -0.606 3.150 -0.07 0.31 0.01
H 4.685 -0.082 1.664 -0.02 0.27 -0.12
H 3.638 -0.035 5.137 -0.03 0.25 -0.28
H 0.918 1.601 6.658 -0.40 -0.35 -0.17
H 2.090 4.031 7.279 0.07 0.22 -0.06
H 4.410 0.966 -0.016 -0.43 -0.24 -0.11
H 3.621 2.465 -0.567 -0.06 -0.18 -0.06
H 5.679 3.235 -0.472 -0.04 0.19 0.14
H 6.242 2.024 0.394 0.05 0.09 0.28
C -1.278 -4.486 3.362 0.00 0.04 0.07
C -0.593 -5.783 3.778 -0.21 0.14 -0.12
C 0.784 -5.546 4.417 -0.20 -0.02 -0.16
C 1.663 -4.869 3.461 0.12 -0.17 0.05
N 2.325 -4.369 2.667 0.09 0.03 0.04
H -0.702 -3.956 2.601 0.02 -0.03 -0.05
H -2.260 -4.690 2.938 -0.01 -0.01 -0.04
H -1.409 -3.823 4.219 0.10 -0.24 -0.26
H -0.482 -6.428 2.904 0.08 -0.08 0.05
H -1.222 -6.318 4.491 0.09 -0.02 0.07
H 1.242 -6.492 4.706 0.10 0.04 -0.01
H 0.696 -4.928 5.312 -0.03 0.04 -0.01
C 5.825 -6.165 -1.789 0.03 0.02 0.04
C 5.222 -5.920 -0.410 0.18 -0.06 -0.17
C 3.697 -5.770 -0.440 0.20 0.07 0.03
C 3.304 -4.627 -1.269 -0.16 -0.07 0.08
N 3.010 -3.722 -1.914 0.02 0.09 0.06
H 5.642 -5.324 -2.459 -0.05 -0.01 0.00
H 6.904 -6.296 -1.716 -0.01 -0.03 -0.01
H 5.406 -7.063 -2.246 0.00 0.01 -0.01
H 5.668 -5.022 0.024 -0.06 -0.01 0.07
H 5.476 -6.753 0.248 -0.08 0.03 0.06
H 3.309 -5.610 0.566 -0.08 0.04 -0.01
H 3.233 -6.672 -0.843 -0.03 0.03 -0.05
C -0.724 -3.078 -3.149 0.04 0.07 0.06
C -1.465 -1.745 -3.102 0.20 -0.37 -0.01
C -1.441 -1.100 -1.712 -0.12 -0.12 -0.16
C -2.079 -1.960 -0.708 0.06 0.14 0.06
N -2.579 -2.632 0.077 0.04 0.01 0.03
H -1.190 -3.818 -2.494 0.00 0.02 0.03
H -0.737 -3.484 -4.160 0.03 0.01 0.00
H 0.319 -2.963 -2.844 0.01 -0.05 -0.03
H -2.494 -1.894 -3.417 -0.05 0.13 0.05
H -1.012 -1.055 -3.814 -0.08 0.10 0.05
H -1.967 -0.145 -1.731 0.00 0.01 0.05
H -0.412 -0.914 -1.399 -0.01 0.01 0.03
C -2.187 0.925 5.283 -0.27 -0.03 -0.21
C -3.005 0.111 4.285 0.12 0.17 0.12
C -3.662 -1.108 4.944 0.18 0.06 -0.16
C -2.640 -1.988 5.518 -0.22 -0.06 0.11
N -1.828 -2.674 5.954 -0.01 0.26 0.19
H -1.367 0.339 5.692 -0.01 -0.06 0.02
H -1.757 1.801 4.803 -0.03 0.03 0.00
H -2.812 1.267 6.111 0.04 0.01 0.01
H -2.358 -0.215 3.468 -0.08 -0.09 -0.02
H -3.782 0.736 3.844 -0.05 -0.08 0.02
H -4.245 -1.673 4.216 0.01 -0.08 0.03
H -4.334 -0.793 5.743 0.00 -0.02 0.02
C 2.671 9.203 -1.308 -0.03 0.01 -0.01
C 1.412 8.824 -0.537 0.15 0.18 -0.07
C 1.303 7.316 -0.286 -0.11 0.17 -0.32
C 1.259 6.580 -1.560 -0.02 -0.05 0.28
N 1.225 6.025 -2.565 0.04 -0.03 0.04
H 2.682 8.753 -2.301 0.00 -0.04 0.02
H 2.727 10.283 -1.439 0.03 0.00 0.02
H 3.569 8.881 -0.776 0.01 0.00 -0.01
H 0.535 9.166 -1.088 -0.05 -0.05 0.05
H 1.409 9.339 0.425 -0.06 -0.08 0.04
H 0.398 7.091 0.281 0.01 -0.09 -0.01
H 2.157 6.964 0.292 0.02 -0.02 0.01
C -5.043 -3.884 -5.905 0.01 0.00 -0.02
C -4.734 -3.117 -7.185 -0.20 -0.14 0.12
C -3.425 -2.324 -7.102 -0.21 -0.01 0.02
C -3.488 -1.332 -6.025 0.07 0.11 -0.12
N -3.560 -0.554 -5.183 -0.09 0.01 -0.06
H -5.179 -3.209 -5.058 0.04 0.01 0.00
H -5.964 -4.455 -6.017 0.01 -0.02 0.00
H -4.240 -4.584 -5.660 -0.01 0.00 0.02
H -5.557 -2.436 -7.406 0.06 0.05 -0.06
H -4.665 -3.818 -8.018 0.08 0.07 -0.05
H -3.235 -1.803 -8.040 0.05 0.04 0.03
H -2.582 -2.991 -6.911 0.02 0.02 0.02
C -6.096 3.307 -5.741 -0.02 0.04 0.01
C -7.391 2.786 -5.129 0.15 0.17 -0.07
C -7.422 1.257 -5.017 -0.07 0.19 -0.10
C -7.303 0.632 -6.337 0.05 -0.17 0.10
N -7.199 0.146 -7.372 0.02 0.00 0.00
H -5.966 2.949 -6.763 0.01 -0.05 0.02
H -6.102 4.397 -5.775 0.01 0.00 0.02
H -5.230 2.991 -5.157 0.01 -0.01 -0.02
H -8.237 3.125 -5.730 -0.05 -0.05 0.04
H -7.517 3.212 -4.132 -0.05 -0.08 0.02
H -8.356 0.928 -4.562 0.01 -0.06 0.00
H -6.598 0.904 -4.394 0.03 -0.04 -0.04
```
Positions in Å, forces in eV/Å.

Output
- HOMO energy: -11.73 eV
- Max |F|: 0.058 Eh/bohr
- Total charge: +1
- Molecular weight: 864.13 g/mol
- LUMO level: -4.41 eV

[4]
Molecular formula: C2H7ClSi2
Method: DFT, wB97M-V/def2-TZVPD

Structure (XYZ):
```
12
Properties=species:S:1:pos:R:3:forces:R:3
C -0.306 0.630 2.226 -3.20 1.64 0.71
C 0.572 0.360 1.308 0.92 -1.02 -1.03
Si -0.935 -0.730 -1.817 -0.58 -0.60 -1.12
Si 0.621 0.266 -0.586 1.82 3.19 1.88
Cl 2.281 -0.843 -0.796 1.21 -1.64 -0.45
H -0.193 0.619 3.284 1.00 -0.46 0.77
H -1.335 1.053 2.097 0.79 -0.50 -0.80
H 1.512 -0.036 1.693 0.14 0.16 -0.08
H -0.221 -0.808 -3.114 -0.10 -0.20 0.01
H -1.245 -2.060 -1.264 0.15 -0.07 0.05
H -2.188 -0.042 -2.057 -0.44 0.40 0.07
H 1.437 1.591 -0.974 -1.72 -0.90 0.00
```
Positions in Å, forces in eV/Å.

Output
- SMILES: C=C[Si@H]([SiH3])Cl
- HOMO energy: -10.07 eV
- Max |F|: 0.080 Eh/bohr
- Molecular weight: 122.70 g/mol
- ΔE to the lowest compared entry with this formula, charge and spin: 32.8 kcal/mol
- LUMO level: 0.59 eV